1.
DFT (ωB97M-V/def2-TZVPD) results for a molecular structure, C32H50F6N2O5P2PdS2 in a non-equilibrium geometry.

Geometry as ORCA input:
```
! wB97M-V def2-TZVPD RIJCOSX def2/J DEFGRID3
* xyz 0 1
Pd -0.41 -0.16 -0.26
C 2.52 4.03 -0.22
C 1.71 2.93 -0.90
C 2.25 2.66 -2.31
P 1.48 1.36 0.05
C 1.74 1.81 1.81
C 1.91 0.56 2.67
C 0.53 2.62 2.31
C 2.88 0.32 -0.38
C 4.17 0.75 -0.68
C 5.13 -0.13 -1.15
C 6.53 0.34 -1.45
C 4.76 -1.46 -1.34
C 3.50 -1.91 -0.98
C 2.56 -1.02 -0.46
N 1.31 -1.49 0.03
C 1.32 -2.39 1.08
C 2.49 -2.88 1.69
C 2.43 -3.81 2.71
C 1.21 -4.28 3.20
C 1.14 -5.34 4.27
C 0.06 -3.75 2.64
C 0.11 -2.83 1.60
P -1.31 -2.10 0.77
C -1.83 -3.46 -0.37
C -0.68 -3.79 -1.33
C -2.29 -4.74 0.33
C -2.61 -2.08 2.07
C -2.27 -0.97 3.08
C -4.00 -1.88 1.47
H 2.47 4.92 -0.85
H 3.57 3.76 -0.09
H 2.12 4.31 0.76
H 0.69 3.30 -1.01
H 3.32 2.44 -2.30
H 2.09 3.55 -2.92
H 1.74 1.83 -2.80
H 2.65 2.41 1.86
H 1.02 -0.08 2.60
H 2.04 0.84 3.72
H 2.77 -0.03 2.37
H -0.35 1.99 2.32
H 0.32 3.49 1.68
H 0.71 2.98 3.32
H 4.44 1.79 -0.52
H 6.55 1.40 -1.68
H 6.96 -0.20 -2.29
H 7.18 0.17 -0.59
H 5.47 -2.16 -1.76
H 3.23 -2.95 -1.11
H 3.46 -2.52 1.36
H 3.35 -4.17 3.15
H 2.10 -5.47 4.76
H 0.85 -6.30 3.84
H 0.40 -5.09 5.03
H -0.90 -4.09 3.03
H -2.66 -3.05 -0.96
H 0.07 -4.41 -0.81
H -0.17 -2.90 -1.69
H -1.05 -4.36 -2.18
H -1.49 -5.16 0.93
H -2.57 -5.48 -0.42
H -3.16 -4.58 0.98
H -2.58 -3.04 2.59
H -2.24 0.00 2.58
H -1.31 -1.14 3.55
H -3.03 -0.92 3.86
H -4.03 -0.95 0.91
H -4.74 -1.83 2.26
H -4.27 -2.68 0.79
C -2.70 2.07 0.62
C -3.63 1.26 -0.26
O -2.87 0.20 -0.85
C -3.56 -0.52 -1.86
C -2.58 -1.20 -2.81
H -3.25 2.56 1.43
H -2.16 2.81 0.04
H -1.96 1.40 1.07
H -4.06 1.87 -1.05
H -4.45 0.84 0.33
H -4.21 0.17 -2.40
H -4.21 -1.27 -1.38
H -2.42 -0.62 -3.71
H -2.92 -2.20 -3.08
H -1.61 -1.29 -2.32
F -2.75 3.53 -4.94
C -2.57 2.48 -4.14
F -3.66 2.34 -3.38
F -2.46 1.39 -4.91
S -1.03 2.70 -3.15
O -0.80 1.44 -2.48
O -0.10 3.12 -4.15
N -1.42 3.77 -2.08
S -1.11 5.33 -2.27
O -1.99 5.98 -3.19
O 0.29 5.64 -2.28
C -1.68 5.82 -0.59
F -1.36 7.10 -0.37
F -1.09 5.08 0.36
F -3.00 5.68 -0.45
*
```

The gap between HOMO and LUMO (spin up / spin down) comes out at 6.03 / 6.04 eV. As for the strongest force on any atom: 3.05 eV/Å. For the LUMO energy (spin up / spin down), the calculation gives -1.67 / -1.66 eV.

2.
DFT (ωB97M-V/def2-TZVPD) results for a molecular structure, C32H51Br2ClF3NO13S in a non-equilibrium geometry.

Geometry as ORCA input:
```
! wB97M-V def2-TZVPD RIJCOSX def2/J DEFGRID3
* xyz 0 1
C -0.37 4.45 3.06
C 0.19 2.99 2.93
Br 0.61 2.46 4.79
C 1.49 3.09 2.06
Br 3.00 3.54 3.26
C 1.92 1.96 1.11
C 2.24 0.58 1.78
C 0.99 -0.10 2.45
C 0.67 -1.58 2.17
N 1.31 -2.50 3.14
C 3.10 -0.32 0.88
C 4.47 0.38 0.47
C 4.59 0.69 -1.03
O 5.07 -0.06 -1.82
Cl 4.03 2.30 -1.68
O 3.57 -1.40 1.67
C 3.75 -2.58 0.96
O 2.87 -3.37 0.71
C 5.17 -2.94 0.54
C 5.49 -3.26 -0.76
C 6.81 -3.61 -1.01
C 7.74 -3.63 0.00
C 7.42 -3.27 1.30
C 6.11 -2.92 1.55
O 2.49 -0.74 -0.35
S 1.22 0.09 -0.90
O -0.04 -0.56 -0.71
O 1.41 0.26 -2.31
C 1.06 1.75 -0.19
C -0.44 2.07 -0.10
O -0.68 3.49 0.04
C -1.20 4.06 -1.07
F -0.36 3.93 -2.11
F -2.43 3.64 -1.36
F -1.29 5.38 -0.81
H -1.01 4.66 2.19
H 0.47 5.15 3.11
H -0.90 4.56 4.01
H -0.63 2.40 2.52
H 1.39 4.00 1.46
H 2.89 2.30 0.74
H 2.91 0.84 2.61
H 0.11 0.46 2.11
H 1.08 0.00 3.54
H -0.42 -1.71 2.29
H 0.92 -1.95 1.17
H 0.91 -2.30 4.05
H 1.06 -3.44 2.85
H 4.62 1.31 1.04
H 5.33 -0.25 0.70
H 4.73 -3.23 -1.54
H 7.10 -3.89 -2.02
H 8.77 -3.94 -0.20
H 8.16 -3.29 2.10
H 5.82 -2.64 2.56
H 1.47 2.44 -0.94
H -1.01 1.53 0.66
H -0.88 1.77 -1.06
C 1.47 -3.48 -1.96
O 0.81 -3.97 -3.11
C 1.38 -3.47 -4.31
C 1.11 -4.42 -5.46
O 1.97 -5.55 -5.48
C 1.72 -6.56 -4.51
C 0.48 -7.38 -4.78
O -0.69 -6.67 -4.38
C -1.84 -7.12 -5.05
H 1.39 -2.39 -1.91
H 1.00 -3.92 -1.09
H 2.52 -3.78 -1.97
H 2.46 -3.34 -4.19
H 0.92 -2.50 -4.52
H 1.33 -3.88 -6.39
H 0.06 -4.71 -5.50
H 1.71 -6.13 -3.50
H 2.58 -7.23 -4.56
H 0.52 -8.31 -4.20
H 0.43 -7.62 -5.85
H -1.74 -6.99 -6.13
H -2.69 -6.52 -4.71
H -2.04 -8.18 -4.82
C -9.19 5.39 3.34
O -7.81 5.31 3.07
C -7.14 4.41 3.94
C -5.88 3.88 3.30
O -6.11 2.85 2.34
C -6.67 3.25 1.10
C -5.69 3.98 0.20
O -5.56 5.34 0.60
C -4.35 5.91 0.18
H -9.38 5.77 4.35
H -9.63 6.08 2.62
H -9.67 4.41 3.21
H -7.80 3.57 4.20
H -6.89 4.96 4.86
H -5.28 3.42 4.08
H -5.28 4.69 2.87
H -7.59 3.82 1.23
H -6.94 2.32 0.60
H -6.06 3.97 -0.83
H -4.71 3.48 0.24
H -3.50 5.36 0.60
H -4.31 6.94 0.54
H -4.28 5.92 -0.92
*
```

The gap between HOMO and LUMO comes out at 8.91 eV. As for the strongest force on any atom: 4.12 eV/Å. For the LUMO energy, the calculation gives 0.03 eV.

3.
DFT (ωB97M-V/def2-TZVPD) results for 2 unconnected molecules or ions with the total composition C32H52ClNO4S in a non-equilibrium geometry.

Geometry as ORCA input:
```
! wB97M-V def2-TZVPD RIJCOSX def2/J DEFGRID3
* xyz 0 1
C 1.64 6.73 1.76
C 2.29 5.43 2.58
C 3.63 4.98 1.74
C 3.31 4.15 0.35
N 2.11 3.23 0.48
C 2.54 1.85 0.03
C 2.33 1.52 -1.59
C 2.77 0.04 -2.22
C 3.37 -1.07 -1.16
C 3.82 -2.56 -1.77
C 2.61 -3.66 -1.66
C 1.17 -3.00 -1.16
C 0.04 -4.20 -1.17
C -0.82 -4.31 0.23
C -2.33 -4.91 -0.16
C -3.29 -3.75 -0.88
C -3.48 -2.45 0.13
C -5.01 -1.84 0.16
C -5.05 -0.21 0.52
C -4.47 0.72 -0.72
C -4.94 2.31 -0.55
O -4.70 3.11 -1.77
C -3.46 3.86 -1.52
C 3.54 -0.74 0.47
C 4.11 -1.95 1.43
C 3.16 0.72 1.10
C 3.28 1.17 2.67
Cl 1.75 0.48 3.54
C 4.68 0.75 3.41
C 6.04 1.00 2.52
C 2.51 -0.17 -3.82
O 3.26 -0.88 -4.67
C 1.20 0.63 -4.46
C 0.77 1.97 -3.89
S -0.77 2.85 -4.60
C 1.67 2.63 -2.65
O 1.86 3.95 -2.56
H 2.35 7.68 1.85
H 1.48 6.47 0.61
H 0.61 6.96 2.27
H 2.56 5.72 3.70
H 1.46 4.60 2.64
H 4.24 5.96 1.46
H 4.31 4.35 2.45
H 3.24 4.90 -0.56
H 4.29 3.50 0.13
H 1.27 3.58 -0.04
H 4.73 -2.95 -1.10
H 4.28 -2.47 -2.86
H 2.96 -4.48 -0.87
H 2.46 -4.16 -2.73
H 0.91 -2.18 -1.99
H 1.25 -2.54 -0.09
H -0.66 -3.97 -2.10
H 0.52 -5.26 -1.35
H -0.36 -5.09 1.01
H -0.90 -3.27 0.81
H -2.86 -5.41 0.78
H -2.22 -5.76 -0.98
H -2.76 -3.39 -1.88
H -4.34 -4.20 -1.23
H -3.25 -2.82 1.23
H -2.70 -1.64 -0.22
H -5.70 -2.40 0.95
H -5.55 -1.94 -0.89
H -4.45 0.04 1.52
H -6.16 0.18 0.73
H -3.30 0.62 -0.80
H -4.94 0.33 -1.74
H -4.45 2.83 0.40
H -6.11 2.26 -0.33
H -2.93 4.24 -2.51
H -3.72 4.75 -0.78
H -2.68 3.12 -1.00
H 3.94 -3.04 0.98
H 3.49 -1.92 2.44
H 5.24 -1.78 1.69
H 3.19 2.36 2.76
H 4.54 -0.37 3.78
H 4.75 1.38 4.42
H 6.70 1.80 3.12
H 5.86 1.46 1.46
H 6.72 0.03 2.48
H 0.55 0.22 -5.36
H -1.84 1.93 -4.46
C -8.20 -4.63 1.62
O -6.80 -4.59 1.83
H -8.58 -3.61 1.59
H -8.41 -5.13 0.68
H -8.67 -5.17 2.45
H -6.48 -5.51 1.86
*
```

The gap between HOMO and LUMO comes out at 6.73 eV. As for the strongest force on any atom: 8.04 eV/Å. The SMILES is CCCCNc1c2c(c(CCCCCCCCCCCCOC)c(C)c1[C@@H](Cl)CC)C(=O)C=C(S)C2=O.CO. For the LUMO energy, the calculation gives -1.77 eV.